#a
CH5NO | the ωB97M-V functional and the def2-TZVPD basis

Computed properties:
- Spin multiplicity: 1
- HOMO energy: -10.12 eV
- Net charge: 0
- SMILES string: N=O.C
- LUMO energy: -1.057 eV

Geometry as XYZ:
```
8
Properties=species:S:1:pos:R:3:mulliken_charge:R:1
C 0.48146 -0.94633 -0.10602 -1.062
H 1.06076 -1.93909 -0.15832 0.257
H -0.20905 -1.04575 0.71779 0.286
H 0.15501 -0.51230 -1.09282 0.218
H 1.18983 -0.20678 0.27943 0.297
H -1.43758 0.92859 -0.32746 0.259
N -1.00352 1.85563 -0.17853 -0.051
O -0.23691 1.86603 0.86592 -0.204
```

***

#b
CH5NO | the ωB97M-V functional and the def2-TZVPD basis

Computed properties:
- Spin multiplicity: 1
- HOMO energy: -9.68 eV
- Net charge: 0
- SMILES string: CNO
- LUMO energy: 1.160 eV

Geometry as XYZ:
```
8
Properties=species:S:1:pos:R:3:mulliken_charge:R:1
C 0.83115 0.03966 0.04889 -0.686
H 0.95414 0.42103 1.06201 0.308
H 0.94220 0.85365 -0.60874 0.247
H 1.56178 -0.75254 -0.18844 0.295
H -0.45810 -1.28701 0.38424 0.255
H -1.89592 0.78274 -0.61357 0.330
N -0.48214 -0.51409 -0.26836 -0.337
O -1.45313 0.45656 0.18396 -0.413
```

***

Quick one: most stable of them? #b

***

#a
C5H11P | the ωB97M-V functional and the def2-TZVPD basis

Computed properties:
- Spin multiplicity: 1
- HOMO energy: -8.79 eV
- Net charge: 0
- SMILES string: C=C(C)CPC
- LUMO energy: 0.934 eV

Geometry as XYZ:
```
17
Properties=species:S:1:pos:R:3:mulliken_charge:R:1
C 2.32370 -0.86558 0.28952 -0.953
C 1.01179 -0.94975 -0.06377 0.676
C 0.03445 -2.13857 0.11888 -0.930
C -1.69338 2.43950 0.09028 -0.763
C 0.36603 0.31422 -0.67477 -1.246
P -0.26699 1.45567 0.76473 0.092
H 2.91379 -0.04334 0.00211 0.302
H 2.81628 -1.70994 0.83012 0.276
H -0.91724 -1.61396 0.31443 0.224
H 0.12457 -3.00019 0.85296 0.317
H -0.23553 -2.59669 -0.85603 0.283
H -1.39200 3.39115 -0.39693 0.294
H -2.45252 2.50005 0.90277 0.303
H -1.98364 1.62224 -0.66067 0.202
H -0.51358 0.04804 -1.19317 0.458
H 1.07273 0.81980 -1.39482 0.468
H -1.20846 0.32733 1.07434 -0.002
```

***

#b
C5H11P | the ωB97M-V functional and the def2-TZVPD basis

Computed properties:
- Spin multiplicity: 1
- HOMO energy (alpha / beta): -8.98 / -7.56 eV
- Net charge: 0
- LUMO energy (alpha / beta): -0.587 / 0.002 eV

Geometry as XYZ:
```
17
Properties=species:S:1:pos:R:3:mulliken_charge:R:1
C 1.33821 -0.10043 -0.15358 0.604
C 2.25536 -0.10527 -1.17491 -1.051
C 0.84088 1.22197 0.26438 -1.235
C -2.49083 0.33301 -0.95287 -0.694
C -0.54383 -1.45045 1.49059 -0.801
P 0.31875 -1.59832 -0.21278 0.051
H 2.93402 0.72938 -1.40180 0.299
H 2.60662 -1.03655 -1.51713 0.345
H 0.21179 1.32279 1.15877 0.372
H 0.30343 1.67569 -0.57341 0.281
H 1.73439 1.73139 0.61062 0.390
H -1.45505 0.62705 -1.26410 0.105
H -3.33355 0.50883 -1.59359 0.326
H -2.58658 0.15733 0.13362 0.252
H -0.10878 -0.53856 1.83097 0.237
H -1.54704 -1.16893 1.24084 0.126
H -0.47781 -2.30891 2.11438 0.392
```

***

#c
C5H11P | the ωB97M-V functional and the def2-TZVPD basis

Computed properties:
- Spin multiplicity: 1
- HOMO energy: -8.97 eV
- Net charge: 0
- SMILES string: C=PC(=C)C.C
- LUMO energy: 0.095 eV

Geometry as XYZ:
```
17
Properties=species:S:1:pos:R:3:mulliken_charge:R:1
C 1.40498 -0.90734 -0.04004 0.662
C 2.02709 -1.88144 -0.75287 -0.845
C 0.47186 -1.17255 1.04845 -1.158
C -2.75516 1.04085 -0.72523 -0.932
C 0.98114 1.87491 0.47848 -0.499
P 1.94098 0.87645 -0.47357 0.030
H 1.86570 -2.90108 -0.61550 0.344
H 2.88847 -1.72206 -1.54909 0.187
H 0.04607 -0.21497 1.48648 0.232
H 1.06392 -1.55555 1.85385 0.347
H -0.26771 -1.89862 0.92173 0.334
H -1.79181 1.60983 -0.71952 0.170
H -3.45522 1.26137 0.01381 0.267
H -2.26329 0.06382 -0.63112 0.188
H -3.31068 1.01293 -1.65246 0.308
H 1.05000 3.00116 0.47596 0.235
H 0.10367 1.51227 0.88063 0.128
```

***

#d
C5H11P | the ωB97M-V functional and the def2-TZVPD basis

Computed properties:
- Spin multiplicity: 1
- HOMO energy: -8.51 eV
- Net charge: 0
- SMILES string: C=P[C@@H](C)CC
- LUMO energy: 0.390 eV

Geometry as XYZ:
```
17
Properties=species:S:1:pos:R:3:mulliken_charge:R:1
C -2.82940 0.27389 0.82716 -0.406
C 2.09363 0.82423 0.00527 -1.297
C 0.09338 -1.61042 -0.47664 -1.573
C 0.61548 0.88924 -0.50925 -0.372
C -0.18693 -0.19566 0.04276 -0.193
P -2.15746 0.34864 -0.67286 -0.032
H -3.94365 0.18933 1.05565 0.254
H -2.34055 0.39934 1.72912 0.273
H 2.09681 1.17417 1.12447 0.251
H 2.85497 1.35504 -0.44201 0.426
H 2.48884 -0.16199 -0.13298 0.320
H 0.99224 -1.87714 0.00164 0.409
H -0.54503 -2.41127 -0.25030 0.440
H 0.10822 -1.71063 -1.49637 0.422
H 0.50302 0.61919 -1.63581 0.310
H 0.35894 1.95003 -0.24098 0.284
H -0.20250 -0.05597 1.07113 0.483
```

***

Quick one: most stable of them? #a